No. 1
{
  "formula": "C21H65BO11P",
  "method": "ωB97M-V/def2-TZVPD",
  "charge": 1,
  "multiplicity": 1,
  "e_tot_ev": -55311.330,
  "elements": ["C", "B", "O", "P", "C", "C", "O", "H", "H", "H", "H", "H", "H", "H", "H", "H", "H", "H", "C", "C", "O", "H", "H", "H", "H", "H", "H", "C", "C", "O", "H", "H", "H", "H", "H", "H", "C", "C", "O", "H", "H", "H", "H", "H", "H", "C", "C", "O", "H", "H", "H", "H", "H", "H", "C", "C", "O", "H", "H", "H", "H", "H", "H", "C", "C", "O", "H", "H", "H", "H", "H", "H", "C", "C", "O", "H", "H", "H", "H", "H", "H", "C", "C", "O", "H", "H", "H", "H", "H", "H", "C", "C", "O", "H", "H", "H", "H", "H", "H"],
  "xyz": [[-1.71623, -0.33580, -2.09354], [-0.44117, -0.73705, -1.35393], [-0.27709, -1.89176, -0.69615], [1.11602, 0.47093, -1.32905], [1.16003, 1.42328, 0.21333], [0.34118, 2.67124, -0.00941], [0.31457, 3.37490, 1.20346], [-1.47973, 0.07502, -3.07259], [-2.39735, -1.16288, -2.23271], [-2.24139, 0.46710, -1.57516], [0.04556, -1.68780, 0.20493], [2.32063, -0.18417, -1.57429], [0.91805, 1.40485, -2.34708], [0.75198, 0.83468, 1.02230], [2.17749, 1.66935, 0.48604], [0.83910, 3.25832, -0.77819], [-0.64959, 2.40650, -0.37445], [-0.16360, 4.20399, 1.03475], [5.65228, 0.93326, 0.07890], [4.93103, 1.41571, -1.16567], [4.16975, 2.59845, -0.89852], [4.94073, 0.73640, 0.88216], [6.21517, 0.02125, -0.12093], [6.34637, 1.69431, 0.43875], [4.22876, 0.65997, -1.51319], [5.64190, 1.61167, -1.97256], [4.78992, 3.27016, -0.59260], [2.80985, 6.58106, 1.40679], [3.55511, 5.28188, 1.16458], [3.48692, 4.43159, 2.30658], [3.22781, 7.10084, 2.26835], [2.86838, 7.23922, 0.53890], [1.75635, 6.38437, 1.62242], [4.60780, 5.48392, 0.96568], [3.13960, 4.75228, 0.29757], [2.55388, 4.24970, 2.46973], [-4.90853, -3.72319, -4.85693], [-3.90455, -2.96754, -4.01037], [-4.54902, -1.94990, -3.24279], [-5.42998, -3.05013, -5.53028], [-4.41955, -4.49944, -5.44927], [-5.66014, -4.19031, -4.21739], [-3.16193, -2.47402, -4.63838], [-3.37919, -3.64657, -3.32767], [-5.19712, -2.39400, -2.68195], [2.48364, -2.45520, 3.89381], [1.27209, -2.17448, 3.02892], [1.56811, -2.36214, 1.63410], [3.31066, -1.80268, 3.61193], [2.25569, -2.29526, 4.94755], [2.82552, -3.48136, 3.77186], [0.94717, -1.14004, 3.14142], [0.43996, -2.82683, 3.30892], [1.84647, -3.27736, 1.51590], [-3.91108, 4.56042, -0.31317], [-3.67091, 3.42851, -1.29286], [-2.99062, 2.32684, -0.67303], [-2.96667, 4.91467, 0.10307], [-4.41259, 5.39672, -0.79888], [-4.53049, 4.22576, 0.52128], [-3.03843, 3.75854, -2.11504], [-4.61596, 3.07513, -1.71162], [-3.54532, 2.01052, 0.04966], [-7.20786, -1.36907, -9.47494], [-6.16842, -1.56283, -8.38682], [-6.43401, -2.72297, -7.59931], [-8.20276, -1.28611, -9.03785], [-7.00442, -0.46952, -10.05701], [-7.21862, -2.22360, -10.15508], [-6.17227, -0.71790, -7.70021], [-5.16744, -1.64256, -8.82467], [-6.42311, -3.48553, -8.18830], [4.37332, -6.59173, 6.90209], [3.67146, -5.38214, 6.31564], [4.14621, -5.07862, 5.00183], [5.44943, -6.42432, 6.93902], [4.01634, -6.80120, 7.91065], [4.19961, -7.47621, 6.28503], [3.86090, -4.49876, 6.92250], [2.58898, -5.54737, 6.28141], [3.98084, -5.84956, 4.44775], [-5.17157, -4.91330, 0.68538], [-6.31443, -4.57343, -0.25347], [-5.94422, -4.74959, -1.62157], [-4.30203, -4.29232, 0.46517], [-5.45957, -4.75845, 1.72576], [-4.86915, -5.95566, 0.56385], [-6.60257, -3.52942, -0.14260], [-7.18794, -5.19342, -0.03193], [-5.69889, -5.67335, -1.74339], [6.65833, 4.71291, 5.21265], [6.03537, 6.06458, 4.91677], [6.46403, 6.56362, 3.65200], [7.74580, 4.78792, 5.20560], [6.33925, 4.33618, 6.18546], [6.37325, 3.98428, 4.44978], [6.33237, 6.79104, 5.67066], [4.94255, 5.99288, 4.92401], [6.18914, 5.92164, 2.98847]],
  "forces_ev_per_a": [[0.4559, 0.0959, -0.6171], [-0.6320, -0.4774, -0.3893], [-0.3024, 0.4878, 1.0303], [-0.3149, 0.3685, 0.2842], [0.3753, -0.1311, -0.0370], [0.2909, 0.0469, -0.2738], [-0.3921, 0.5741, 0.1029], [-0.0623, 0.1802, -0.2776], [-0.2684, -0.2593, 0.0716], [-0.0504, 0.1745, 0.1815], [0.7979, -1.0851, -0.0809], [0.0278, 0.0208, -0.0257], [0.3459, 0.0404, -0.1054], [-0.2447, -0.3269, 0.2005], [0.3715, 0.1418, -0.1086], [0.0940, 0.2071, -0.2417], [-0.3741, 0.0891, 0.0913], [0.1647, -0.3210, 0.2909], [-0.0963, -0.0234, 0.0037], [0.3008, 0.2771, 0.2905], [-0.1149, -0.2687, -0.1369], [-0.0080, -0.0299, -0.0068], [0.0275, 0.0118, -0.0056], [0.0577, -0.0174, -0.0347], [-0.0290, 0.0250, -0.0848], [-0.0319, -0.0900, -0.0545], [-0.1333, 0.0323, 0.0344], [0.0593, 0.0301, -0.0125], [-0.4620, -0.0188, 0.1177], [0.2013, -0.0298, -0.0938], [0.0490, 0.0174, -0.0186], [-0.0187, 0.0028, 0.0012], [-0.0127, -0.0097, -0.0638], [0.0688, -0.0785, 0.0860], [0.0616, 0.0945, -0.0609], [0.0473, -0.0434, 0.0085], [0.0206, -0.0228, 0.0778], [-0.2782, -0.2051, 0.1605], [0.1629, 0.1103, 0.1034], [0.0407, 0.0362, -0.1040], [-0.0076, -0.0052, 0.0099], [0.0726, -0.0819, 0.0331], [-0.0153, 0.1098, 0.0415], [0.0677, -0.0400, -0.0993], [0.0093, -0.0441, -0.0748], [-0.0145, 0.1276, -0.2120], [0.1746, -0.2099, 0.1605], [-0.2901, 0.3178, -0.1281], [-0.0180, 0.0553, 0.0437], [-0.0071, -0.0294, 0.0097], [-0.0223, -0.0628, 0.1054], [-0.0257, 0.0156, -0.0982], [-0.0425, 0.0728, 0.0279], [0.0027, 0.0617, -0.0531], [0.1006, -0.0861, 0.0451], [-0.1586, -0.0023, 0.1830], [0.0357, 0.0924, 0.0541], [0.0083, 0.0413, -0.0420], [-0.0190, 0.0029, -0.0004], [-0.0674, 0.0216, -0.0322], [0.0513, -0.0782, -0.0209], [0.0104, 0.0426, -0.0770], [0.0175, 0.0281, -0.0438], [-0.0455, -0.0322, 0.0672], [-0.0471, -0.2113, -0.1678], [-0.0136, 0.1101, -0.0985], [0.0012, 0.0436, 0.0192], [0.0109, -0.0086, -0.0171], [0.0509, 0.0286, -0.0468], [0.0148, -0.0313, 0.0746], [0.0111, 0.1096, 0.0015], [-0.0320, 0.0291, 0.0646], [0.0659, 0.0369, -0.0602], [-0.0072, -0.2227, -0.1223], [-0.0471, -0.0131, 0.0084], [0.0036, 0.0323, 0.0391], [-0.0162, -0.0138, -0.0027], [-0.0631, -0.0210, 0.0385], [0.0107, 0.0651, -0.0543], [-0.0098, 0.0401, 0.0980], [0.0962, 0.0089, 0.0613], [0.0495, 0.0471, -0.0702], [0.1123, -0.2710, -0.0135], [0.0453, 0.1779, 0.0555], [-0.0153, 0.0390, 0.0150], [-0.0087, -0.0227, 0.0050], [-0.0485, -0.0262, 0.0522], [-0.0366, 0.0219, -0.0740], [-0.0428, 0.0784, 0.0664], [-0.0212, 0.0660, -0.0565], [0.0413, 0.0144, -0.0091], [-0.0782, -0.2828, -0.1673], [-0.0109, 0.0890, 0.0282], [0.0078, 0.0286, 0.0465], [-0.0101, -0.0157, -0.0070], [-0.0782, -0.0181, 0.0351], [0.0416, 0.1193, -0.1013], [-0.0011, -0.0061, 0.1126], [0.0128, 0.0349, 0.0451]]
}

***

No. 2
{
  "formula": "C21H66N6O12",
  "method": "ωB97M-V/def2-TZVPD",
  "smiles": "NC(N)=O.NC(N)=O.NC(N)=O.CC(C)O.CC(C)O.CC(C)O.CC(C)O.CC(C)O.CC(C)O.O.O.O",
  "charge": 0,
  "multiplicity": 1,
  "e_tot_ev": -56361.542,
  "elements": ["N", "C", "N", "O", "H", "H", "H", "H", "N", "C", "N", "O", "H", "H", "H", "H", "N", "C", "N", "O", "H", "H", "H", "H", "C", "C", "C", "O", "H", "H", "H", "H", "H", "H", "H", "H", "C", "C", "C", "O", "H", "H", "H", "H", "H", "H", "H", "H", "C", "C", "C", "O", "H", "H", "H", "H", "H", "H", "H", "H", "C", "C", "C", "O", "H", "H", "H", "H", "H", "H", "H", "H", "C", "C", "C", "O", "H", "H", "H", "H", "H", "H", "H", "H", "C", "C", "C", "O", "H", "H", "H", "H", "H", "H", "H", "H", "O", "H", "H", "O", "H", "H", "O", "H", "H"],
  "xyz": [[-4.62950, -7.27600, 13.15590], [-5.56923, -7.05128, 12.23480], [-6.13260, -5.76573, 12.25241], [-5.95635, -7.87042, 11.40845], [-4.30543, -8.22401, 13.20608], [-4.53319, -6.68931, 13.98441], [-5.48840, -5.05433, 12.47657], [-6.53299, -5.54442, 11.34194], [-4.84639, -6.35437, 17.96895], [-4.28669, -7.21077, 17.00781], [-4.15371, -8.56141, 17.26743], [-3.94014, -6.74913, 15.92685], [-4.77490, -5.33098, 17.86256], [-4.69268, -6.62911, 18.92646], [-3.90650, -9.11904, 16.44726], [-4.59459, -9.05302, 18.03483], [-10.37728, -9.04116, 14.69068], [-10.60879, -9.96619, 15.68064], [-11.17314, -9.34820, 16.88816], [-10.24706, -11.12528, 15.62674], [-10.17832, -9.40100, 13.76437], [-10.84934, -8.13923, 14.80926], [-11.09190, -9.93665, 17.68935], [-11.08035, -8.36261, 17.10234], [-10.88064, -15.36860, 15.21467], [-10.15902, -16.17011, 14.16114], [-9.64452, -17.53987, 14.60296], [-11.03778, -16.31149, 13.03220], [-11.66524, -15.96680, 15.64241], [-11.35784, -14.51675, 14.70488], [-10.25444, -15.01535, 16.03681], [-9.30011, -15.50989, 13.86350], [-8.85481, -17.46093, 15.36979], [-9.10037, -17.97786, 13.74826], [-10.39229, -18.22716, 14.99001], [-10.52841, -16.59783, 12.28062], [-4.75373, -12.60276, 11.11461], [-4.57677, -11.09591, 11.29903], [-3.68265, -10.51304, 10.23543], [-5.91536, -10.57010, 11.11327], [-3.94212, -13.11043, 10.58752], [-5.58608, -12.70702, 10.43946], [-4.93839, -13.14709, 12.05745], [-4.23013, -10.91668, 12.33305], [-3.44469, -9.48132, 10.43126], [-4.08090, -10.64713, 9.24003], [-2.77213, -11.08505, 10.30328], [-5.93347, -9.59734, 11.19780], [-8.08236, -5.95299, 15.49921], [-8.94730, -6.57584, 16.55516], [-8.69953, -5.95668, 17.93315], [-10.32977, -6.43048, 16.11668], [-7.01985, -6.04532, 15.77076], [-8.24861, -4.89624, 15.37779], [-8.18015, -6.48021, 14.56103], [-8.72723, -7.63992, 16.57677], [-7.63375, -6.06981, 18.17924], [-9.33894, -6.33852, 18.71715], [-8.85454, -4.87251, 17.77504], [-10.53802, -5.50745, 16.08284], [-6.15113, -16.10006, 13.49987], [-5.62079, -16.99580, 12.40722], [-4.63191, -16.28086, 11.44146], [-5.01832, -18.14204, 12.97988], [-6.99739, -16.48280, 14.12972], [-6.49583, -15.10312, 13.21591], [-5.35933, -15.96836, 14.24176], [-6.44734, -17.28761, 11.74791], [-5.05181, -15.34647, 11.06744], [-4.17641, -16.92437, 10.68130], [-3.73236, -15.96717, 11.95446], [-5.58823, -18.86604, 12.74827], [-6.71297, -9.36490, 14.93902], [-6.59913, -10.80858, 15.49259], [-7.04092, -11.78883, 14.48007], [-5.22912, -11.09313, 15.95054], [-6.19133, -8.69518, 15.59930], [-7.75699, -9.14495, 14.89637], [-6.35330, -9.29106, 13.90199], [-7.22353, -10.86060, 16.36693], [-8.05781, -11.55627, 14.10821], [-7.12904, -12.79805, 14.91322], [-6.33046, -11.80037, 13.64586], [-5.03818, -12.02002, 15.74290], [-7.58401, -11.10323, 20.41796], [-6.71989, -11.75922, 19.30990], [-7.52825, -12.66954, 18.38623], [-6.08272, -10.68625, 18.65504], [-8.07500, -10.29673, 19.90015], [-6.87928, -10.67242, 21.08760], [-8.30057, -11.72077, 20.92036], [-6.00287, -12.40375, 19.75669], [-8.22735, -12.08712, 17.74480], [-8.07241, -13.44523, 18.94560], [-6.89164, -13.19099, 17.64505], [-5.70129, -11.04387, 17.83094], [-8.59402, -9.49469, 12.18119], [-7.93009, -8.84997, 12.43143], [-8.01127, -10.26481, 12.08466], [-3.03359, -9.30353, 14.31814], [-3.10393, -10.25008, 14.36496], [-2.49626, -9.01193, 15.05555], [-4.18809, -13.86145, 14.99078], [-3.22696, -13.85934, 15.08324], [-4.31635, -14.09309, 14.08647]],
  "forces_ev_per_a": [[-0.1501, 0.2444, -0.0043], [-0.3327, 1.1282, -0.0502], [-0.5235, -0.7411, -0.9644], [-0.1275, -0.3135, -0.0792], [0.3281, -0.0669, 0.4092], [0.0805, -0.4356, -0.2440], [0.8026, 0.8257, 0.6372], [-0.1413, -0.3110, 0.3613], [0.2709, -0.4515, 0.4312], [-0.0401, 0.4316, -0.1505], [0.1115, 0.8687, -0.0020], [-0.0040, -0.0233, -0.0940], [0.2428, -1.2106, -0.5209], [-0.2115, -0.1284, 0.0889], [-0.4954, 0.3090, 0.5107], [-0.1398, 0.2631, -0.0942], [-0.9099, -0.0023, 0.5391], [0.4517, 1.9881, 1.6200], [0.4768, -1.2341, -1.7417], [-0.5508, 0.0938, 0.1938], [0.1076, 0.1717, 0.0606], [0.4727, -0.5613, -0.3547], [0.0435, -0.3799, 0.2655], [0.1343, -0.1075, -0.6258], [-0.6025, 0.2475, -0.3259], [0.8506, 0.4992, -0.2459], [1.2556, 0.3000, -0.1553], [-0.2655, 0.2487, 0.7829], [-0.5244, -0.2937, 0.2801], [0.2616, -0.1327, 0.3839], [0.1693, -0.0464, -0.2898], [-0.3410, -0.7596, -0.0001], [-0.3725, 0.2365, -0.0317], [-0.4431, -0.1916, 0.1829], [-0.2858, 0.1112, -0.2360], [0.2968, -0.1899, -0.3394], [0.2561, -0.3029, 0.0697], [-1.5003, -0.0929, -0.4100], [0.6001, -0.4299, 0.7401], [0.1822, -0.3801, 0.6357], [0.3580, 0.2562, 0.2997], [-0.6258, -0.2462, -0.0257], [-0.1412, 0.2938, -0.3947], [0.0905, 0.3318, -0.3628], [-0.0530, 0.4943, -0.0817], [-0.3396, 0.0249, -0.1554], [0.7414, -0.0335, -0.2122], [0.3840, -0.0095, -0.0170], [1.3978, -0.4706, 0.2029], [-0.3783, 0.3361, -0.0300], [0.3716, 0.7458, -1.1246], [0.4502, -1.2909, 0.6681], [-0.1428, -0.0477, 0.0494], [-0.3824, 0.4989, -0.1412], [-0.2536, 0.0576, -0.3541], [-0.3575, -0.2161, 0.0004], [-0.3518, -0.1631, 0.1122], [-0.1192, -0.0858, 0.1128], [-0.1070, -0.2633, 0.5215], [-0.1170, 0.8632, 0.0088], [-0.3955, 0.3392, 1.5933], [-0.1522, 0.6920, -1.4739], [0.3629, -0.0077, 0.9683], [0.1871, 0.1894, -0.0157], [0.6364, -0.2761, -0.9190], [0.1974, -0.0259, -0.5113], [0.1212, 0.0851, -0.0790], [-0.1141, -0.2282, 0.1848], [-0.2066, -0.3409, -0.4238], [-0.8561, -0.0364, -0.2051], [0.2596, 0.1873, 0.7683], [-0.1001, -0.6528, 0.0768], [0.6933, -1.4254, -0.0409], [0.5463, 1.3382, -0.1031], [-0.7013, -1.1194, -0.6110], [-0.4416, 0.0942, -0.2453], [0.1616, 0.4961, 0.0782], [-0.8097, 0.3425, 0.1469], [0.3013, -0.0733, 0.3935], [-0.3289, -0.0059, 0.3564], [0.5430, 0.0752, 0.1798], [0.2022, 0.1338, -0.1389], [-0.1745, -0.0545, -0.0524], [0.0162, -0.0457, -0.1130], [0.9005, -0.0963, -1.6658], [-1.7418, -0.3748, 0.5737], [-0.2877, 0.3612, -1.1552], [0.3445, -0.1174, -0.5860], [-0.5405, 0.4169, 0.0092], [0.3300, 0.4351, 0.9398], [-0.1890, -0.5410, 0.1805], [1.0175, -0.4896, 0.6767], [0.0500, -0.3233, 0.6715], [0.1327, 0.3667, -0.1090], [0.0214, 0.1289, 0.4508], [0.0518, 0.2949, 0.0063], [0.2025, -0.4898, 0.1217], [0.0067, 0.6362, -0.0586], [-0.3008, -0.1562, -0.2680], [-0.0215, 0.3762, -0.2884], [-0.0436, -0.6653, 0.2212], [0.2317, 0.1135, 0.0545], [0.5409, 0.5069, 1.0913], [-0.1062, -0.0112, 0.1712], [-0.4051, -0.3089, -1.1604]]
}